(1)
{
  "formula": "C5H10OS",
  "method": "wB97M-V/def2-TZVPD",
  "lumo_ev": 0.77,
  "homo_lumo_gap_ev": 8.61,
  "largest_force_ev_per_a": 4.7,
  "mol_weight_da": 118.2,
  "e_homo_ev": -7.839,
  "e_above_lowest_kcal_mol": 137.7,
  "smiles": "C=[S@](C)(=O)C1CC1",
  "elements": ["C", "S", "C", "O", "C", "C", "C", "H", "H", "H", "H", "H", "H", "H", "H", "H", "H"],
  "xyz": [[-1.083134, -2.544154, 0.860001], [-0.695212, -0.754957, 0.040012], [-1.383706, 0.403522, 1.171188], [-1.360041, -0.563096, -1.178306], [0.920511, 0.194310, -0.226346], [1.338286, 0.366036, -1.645162], [0.663707, 1.473176, -0.928404], [-0.450847, -2.778585, 1.729467], [-0.951855, -3.319550, -0.046942], [-0.772118, 0.251720, 2.072923], [-1.191841, 1.414881, 0.846199], [-2.419487, 0.070672, 1.451755], [1.594551, 0.151899, 0.547957], [0.787374, -0.224931, -2.346724], [2.522292, 0.345944, -1.808050], [1.080288, 2.547568, -0.889737], [-0.317219, 1.584020, -1.241371]],
  "forces_ev_per_angstrom": [[0.132, 0.945, -2.809], [1.892, -1.881, 3.908], [-0.106, -1.251, 2.004], [-2.026, -0.231, -3.842], [-1.828, -0.177, -0.485], [3.399, -0.870, -0.110], [1.348, 2.443, -0.851], [0.286, 0.376, -0.448], [0.118, 1.946, 1.915], [-0.177, 0.117, 0.088], [-0.502, 0.102, -0.322], [0.925, 0.638, -0.665], [1.511, -0.343, 1.611], [-0.232, 0.013, -0.486], [-2.870, 0.288, 0.318], [0.056, -2.142, 0.793], [-1.926, 0.028, -0.619]]
}



(2)
{
  "formula": "C40H64AsO4P2SSiTa",
  "method": "wB97M-V/def2-TZVPD",
  "lumo_ev": -7.27,
  "homo_lumo_gap_ev": 6.81,
  "largest_force_ev_per_a": 0.9,
  "mol_weight_da": 986.9,
  "e_homo_ev": -14.076,
  "charge": 2,
  "elements": ["Ta", "C", "Si", "C", "C", "C", "C", "C", "C", "P", "C", "C", "C", "C", "C", "C", "C", "C", "C", "C", "C", "C", "C", "C", "C", "C", "C", "C", "P", "C", "C", "C", "C", "C", "C", "C", "C", "C", "C", "C", "C", "H", "H", "H", "H", "H", "H", "H", "H", "H", "H", "H", "H", "H", "H", "H", "H", "H", "H", "H", "H", "H", "H", "H", "H", "H", "H", "H", "H", "H", "H", "H", "H", "H", "H", "H", "H", "H", "H", "H", "H", "H", "H", "H", "H", "H", "H", "H", "H", "H", "H", "H", "H", "H", "H", "H", "O", "S", "O", "O", "O", "C", "As", "C", "C", "H", "H", "H", "H", "H", "H", "H", "H", "H"],
  "xyz": [[-0.665194, -0.497369, 0.460597], [0.755608, 3.458801, -0.522986], [0.396871, 1.942591, 0.506500], [-1.385306, 1.987870, 1.069758], [-1.724241, 2.382828, 2.378618], [-3.008052, 2.278686, 2.844956], [-3.977782, 1.676132, 2.037417], [-3.660614, 1.238942, 0.779476], [-2.373927, 1.423715, 0.221448], [-2.128854, 0.541877, -1.390445], [-1.328747, 1.351595, -2.843893], [0.189240, 1.266240, -2.980922], [0.565678, 1.459180, -4.458975], [-0.336892, 2.498597, -5.152544], [-0.909719, 3.484604, -4.140769], [-1.857073, 2.765186, -3.169202], [-3.856343, 0.226963, -2.078865], [-4.813962, 1.460400, -2.155956], [-6.156633, 1.390563, -1.416299], [-6.784946, 0.003868, -1.469267], [-5.826163, -1.028329, -0.890689], [-4.549924, -1.114701, -1.727010], [1.587647, 1.911037, 1.942268], [1.922410, 3.093397, 2.605986], [2.860866, 3.102450, 3.627781], [3.496700, 1.923924, 3.986182], [3.185100, 0.742972, 3.331560], [2.232451, 0.725581, 2.317638], [1.881216, -0.795694, 1.391925], [3.202923, -1.090365, 0.130306], [2.912180, -0.548778, -1.268469], [3.272571, 0.917086, -1.444976], [4.738858, 1.153459, -1.106807], [5.002825, 0.746081, 0.338926], [4.624062, -0.713846, 0.593102], [1.978405, -2.313132, 2.476527], [1.249108, -2.185813, 3.836554], [2.134711, -1.985300, 5.067902], [3.326289, -2.933012, 5.102473], [4.154638, -2.810384, 3.829751], [3.297714, -3.108798, 2.604634], [0.681271, 4.297834, 0.175584], [0.025378, 3.639606, -1.305094], [1.759793, 3.467569, -0.944198], [-0.944946, 2.775180, 3.020046], [-3.264019, 2.628394, 3.836265], [-4.981901, 1.528435, 2.413960], [-4.408573, 0.713298, 0.219783], [-1.700493, 0.665128, -3.618748], [0.556557, 0.302695, -2.624996], [0.678359, 2.023659, -2.377767], [0.498850, 0.502541, -4.983781], [1.610028, 1.771368, -4.517798], [-1.162002, 1.999546, -5.668965], [0.226131, 3.024383, -5.922192], [-1.448713, 4.289387, -4.639584], [-0.088988, 3.957603, -3.594319], [-2.845618, 2.685147, -3.623439], [-1.982636, 3.350235, -2.254273], [-3.506266, 0.108096, -3.106799], [-5.058813, 1.546767, -3.217715], [-4.291323, 2.383284, -1.901409], [-6.814232, 2.125603, -1.882436], [-6.065057, 1.702180, -0.375593], [-7.025977, -0.261605, -2.503665], [-7.725143, 0.003022, -0.917971], [-6.286362, -2.017396, -0.884616], [-5.607963, -0.798971, 0.155916], [-4.831672, -1.571459, -2.679945], [-3.848989, -1.790565, -1.248132], [1.446872, 4.026514, 2.326968], [3.100977, 4.026182, 4.136860], [4.241558, 1.924201, 4.770902], [3.703247, -0.162125, 3.606319], [3.155759, -2.180931, 0.067480], [1.861028, -0.724535, -1.514532], [3.504037, -1.138157, -1.978396], [2.661205, 1.524712, -0.768329], [3.041747, 1.237869, -2.463474], [4.999398, 2.201778, -1.257014], [5.370423, 0.570647, -1.784594], [4.438128, 1.407036, 1.001800], [6.055388, 0.882541, 0.589582], [4.767103, -0.960590, 1.645759], [5.315220, -1.354470, 0.035684], [1.339353, -2.946592, 1.862846], [0.692652, -3.118504, 3.971701], [0.505369, -1.391732, 3.801209], [1.510525, -2.138230, 5.949905], [2.483090, -0.953022, 5.128774], [2.972086, -3.964685, 5.196716], [3.941275, -2.731660, 5.979880], [4.987982, -3.514597, 3.847485], [4.611155, -1.817597, 3.768862], [2.977750, -4.152833, 2.694907], [3.897391, -3.069403, 1.695686], [-2.610663, -2.468087, 3.200131], [-1.911063, -1.868668, 2.143165], [-2.673399, -1.378127, 0.931898], [-1.149412, -0.544892, 2.447727], [-0.776599, -2.605444, 1.475656], [0.204454, -2.389775, -3.077412], [-0.364026, -2.614651, -1.236234], [0.834749, -3.997026, -0.615970], [-2.022156, -3.570198, -1.469625], [0.175560, -3.364069, -3.565173], [1.218435, -2.001392, -3.127837], [-0.472448, -1.714134, -3.599923], [0.856494, -4.784695, -1.368930], [0.466995, -4.396842, 0.324330], [1.840734, -3.604408, -0.491912], [-1.789089, -4.585862, -1.788052], [-2.601185, -3.084912, -2.250347], [-2.578480, -3.588700, -0.536809]],
  "forces_ev_per_angstrom": [[-0.061, -0.822, 0.377], [-0.019, 0.062, 0.040], [0.016, 0.142, -0.124], [0.378, 0.049, -0.288], [0.075, -0.019, -0.067], [-0.034, 0.005, 0.036], [-0.052, 0.002, 0.031], [-0.041, 0.086, -0.133], [-0.159, -0.031, 0.228], [-0.137, 0.781, 0.382], [-0.084, -0.003, -0.072], [0.009, -0.034, 0.064], [-0.027, 0.005, -0.024], [0.011, -0.001, -0.017], [0.029, -0.020, 0.018], [0.033, 0.056, -0.019], [0.168, -0.323, -0.193], [0.056, 0.072, -0.106], [0.013, -0.051, 0.004], [0.009, 0.009, 0.034], [-0.019, 0.016, -0.061], [-0.017, 0.020, 0.113], [-0.006, 0.021, -0.001], [0.017, 0.030, 0.027], [-0.039, 0.017, -0.036], [0.018, -0.024, -0.004], [0.025, -0.029, 0.010], [0.020, 0.003, 0.043], [0.037, 0.054, 0.017], [-0.025, 0.005, 0.022], [0.015, -0.072, -0.040], [0.011, 0.022, 0.022], [0.009, 0.020, 0.049], [-0.019, -0.016, -0.029], [0.010, 0.039, 0.038], [-0.021, 0.025, -0.009], [-0.027, -0.001, -0.005], [-0.008, 0.021, 0.026], [0.003, 0.006, -0.002], [0.004, 0.017, -0.009], [0.035, 0.002, -0.005], [0.018, -0.018, 0.017], [-0.053, 0.017, -0.048], [-0.020, -0.005, -0.041], [-0.005, 0.009, 0.005], [0.000, -0.007, 0.003], [0.000, 0.003, -0.004], [-0.032, 0.044, -0.046], [-0.052, 0.033, -0.008], [-0.022, -0.029, -0.003], [-0.013, -0.031, -0.003], [0.007, 0.006, -0.003], [-0.003, -0.002, 0.010], [-0.004, -0.001, 0.001], [-0.007, -0.009, -0.010], [-0.002, -0.002, 0.001], [0.000, 0.013, 0.014], [0.013, -0.002, -0.001], [-0.001, 0.007, 0.011], [-0.041, -0.138, -0.001], [0.027, 0.048, -0.004], [-0.013, -0.015, 0.076], [-0.002, -0.006, 0.000], [0.046, 0.016, 0.054], [0.005, 0.000, -0.007], [-0.004, 0.000, -0.008], [0.002, 0.000, -0.001], [0.003, -0.020, 0.009], [0.023, -0.011, -0.009], [-0.007, 0.033, 0.037], [0.007, 0.010, 0.008], [-0.007, 0.006, -0.003], [0.001, -0.007, -0.001], [-0.022, 0.023, 0.000], [0.055, 0.000, -0.018], [-0.030, 0.024, -0.006], [-0.035, 0.000, -0.011], [0.030, -0.006, -0.031], [0.019, -0.004, 0.012], [0.005, 0.001, 0.000], [-0.004, -0.005, -0.005], [-0.001, 0.010, -0.002], [0.004, -0.009, -0.001], [0.012, -0.014, 0.011], [-0.003, -0.005, 0.003], [-0.021, -0.017, -0.005], [0.005, 0.006, -0.007], [-0.007, -0.008, 0.021], [0.002, 0.007, 0.001], [-0.002, -0.005, -0.001], [0.005, -0.002, 0.002], [0.000, -0.005, 0.005], [-0.007, -0.008, -0.001], [0.012, -0.028, 0.000], [0.020, 0.001, -0.011], [0.000, 0.015, -0.012], [-0.015, -0.004, 0.016], [0.230, -0.030, -0.197], [-0.124, -0.118, -0.169], [-0.220, 0.108, 0.147], [-0.065, 0.107, 0.198], [-0.058, 0.047, -0.033], [0.132, -0.078, -0.328], [0.062, 0.003, -0.024], [-0.003, -0.094, -0.003], [-0.031, -0.009, 0.042], [0.001, 0.016, -0.020], [0.021, 0.012, 0.007], [-0.034, 0.028, -0.011], [0.002, -0.002, 0.010], [0.000, -0.034, 0.009], [0.055, 0.010, 0.039], [-0.028, 0.001, 0.007], [-0.026, -0.018, -0.021]]
}



(3)
{
  "formula": "C3H5N3O3",
  "method": "wB97M-V/def2-TZVPD",
  "lumo_ev": 0.07,
  "homo_lumo_gap_ev": 9.51,
  "largest_force_ev_per_a": 1.7,
  "mol_weight_da": 131.1,
  "e_homo_ev": -9.441,
  "e_above_lowest_kcal_mol": 132.1,
  "smiles": "[H]/N=c1\\c(=O)n(C)on1O",
  "elements": ["H", "N", "C", "C", "O", "N", "C", "O", "N", "O", "H", "H", "H", "H"],
  "xyz": [[1.439460, 2.397512, -0.389568], [1.820271, 1.495663, -0.048770], [0.859268, 0.668160, 0.102439], [-0.624634, 0.865138, -0.060217], [-1.272264, 1.893969, 0.052299], [-1.139441, -0.379279, -0.183051], [-2.470391, -0.868244, 0.049643], [-0.117152, -1.362105, -0.189213], [0.986523, -0.703548, 0.442045], [2.150140, -1.263081, -0.037595], [-2.493063, -1.369274, 1.009087], [-3.067689, 0.051739, 0.076871], [-2.826442, -1.513836, -0.709083], [2.605015, -0.596583, -0.613990]],
  "forces_ev_per_angstrom": [[0.174, -0.527, 0.542], [-1.123, -0.885, -0.260], [0.329, 0.679, -0.499], [-1.217, 0.472, 0.867], [0.709, -0.472, -0.445], [1.078, -0.508, -0.509], [0.277, 1.422, 0.886], [-0.697, 0.012, -0.393], [1.327, 1.011, 0.121], [0.143, 0.115, -0.087], [-0.142, -0.114, 0.245], [-0.086, -0.352, 0.078], [-0.141, -0.598, -0.920], [-0.631, -0.255, 0.373]]
}



(4)
{
  "formula": "C4H5NO",
  "method": "wB97M-V/def2-TZVPD",
  "lumo_ev": 0.51,
  "homo_lumo_gap_ev": 9.20,
  "largest_force_ev_per_a": 0.6,
  "mol_weight_da": 83.1,
  "e_homo_ev": -8.689,
  "e_above_lowest_kcal_mol": 67.1,
  "elements": ["O", "C", "C", "C", "C", "N", "H", "H", "H", "H", "H"],
  "xyz": [[1.687956, -0.995360, -0.501709], [0.899493, 0.868325, 0.752404], [0.713012, -0.637687, 0.468810], [-0.698952, -0.798530, -0.076550], [-1.196113, 0.421854, -0.228375], [-0.220905, 1.368425, 0.260554], [1.577473, -0.370037, -1.233133], [0.915635, -1.259010, 1.346959], [-1.171382, -1.735759, -0.341029], [-2.132301, 0.771948, -0.645821], [-0.373921, 2.365831, 0.197891]],
  "forces_ev_per_angstrom": [[-0.024, -0.034, -0.224], [-0.487, 0.051, -0.276], [-0.017, -0.079, 0.132], [-0.033, 0.214, -0.078], [0.063, -0.232, 0.053], [0.258, 0.115, 0.175], [0.188, -0.206, 0.073], [-0.094, 0.190, -0.053], [0.089, 0.160, -0.001], [0.103, -0.069, 0.106], [-0.046, -0.111, 0.092]]
}